Entry 1:
{"formula": "ClFH2Si", "method": "ωB97M-V/def2-TZVPD", "species": ["F", "Si", "Cl", "H", "H"], "positions_angstrom": [[-1.851209, 2.083557, -1.447107], [-0.515554, 1.205664, -1.328418], [1.106013, -2.335478, 2.021149], [-0.216163, 1.841712, -0.113164], [1.476913, -2.795455, 0.867540]], "forces_ev_per_angstrom": [[-0.8, 0.2, -0.5], [-0.2, -1.0, -1.6], [0.1, -0.2, -0.5], [1.0, 0.8, 2.2], [-0.1, 0.2, 0.5]], "homo_energy_ev": -9.147, "spin_multiplicity": 1, "orbital_gap_ev": 8.6, "max_force_ev_per_a": 2.51, "charge": 0}

=====

Entry 2:
{"formula": "C7H9N3O3S", "method": "ωB97M-V/def2-TZVPD", "species": ["H", "N", "C", "N", "N", "O", "S", "O", "O", "C", "C", "C", "C", "C", "C", "H", "H", "H", "H", "H", "H", "H", "H"], "positions_angstrom": [[2.695867, 0.297464, 3.936785], [1.894999, 0.233630, 3.365815], [2.114595, -0.153438, 2.207178], [3.315988, -0.503214, 1.674361], [0.843397, -0.331812, 1.332420], [-0.222807, 0.263587, 1.933130], [0.946451, 0.411219, -0.164387], [1.889723, -0.327064, -0.940596], [1.037443, 1.824207, 0.050092], [-0.585064, 0.095311, -0.980525], [-1.639014, 0.963351, -0.746504], [-2.815565, 0.760463, -1.484592], [-3.007999, -0.370563, -2.278467], [-1.954507, -1.261796, -2.424412], [-0.777086, -1.067690, -1.683156], [4.038612, 0.005276, 2.019563], [3.416764, -0.867517, 0.735272], [0.001090, 1.181703, 2.324504], [-1.589789, 1.745051, 0.063277], [-3.685469, 1.413782, -1.506207], [-3.886876, -0.425499, -2.913479], [-2.148966, -2.239578, -2.859344], [0.118211, -1.646876, -1.660730]], "forces_ev_per_angstrom": [[1.1, 0.0, 0.7], [-1.6, 0.8, 0.1], [-1.4, -0.8, -1.4], [-2.3, -1.8, -1.7], [2.5, 0.2, 1.1], [-1.4, 1.5, 1.5], [-0.6, 0.2, -1.2], [1.2, -0.2, 0.1], [0.3, 0.2, 0.0], [-1.1, 0.5, 1.7], [-1.1, 1.0, 0.4], [-0.5, -0.1, 0.0], [1.3, 0.8, -0.6], [0.1, -1.3, 1.4], [0.1, 0.6, -1.0], [2.6, 1.5, 1.1], [-0.3, 0.3, 0.1], [0.3, -1.9, -0.8], [0.1, -0.7, -1.4], [0.4, 0.3, 0.7], [0.0, -0.3, 0.3], [0.3, 0.3, -0.4], [0.0, -1.1, -0.6]], "homo_energy_ev": -9.772, "spin_multiplicity": 1, "orbital_gap_ev": 10.3, "max_force_ev_per_a": 3.40, "charge": 0}